Record 1
A molecular structure, C24H34MnNO5P2 at a distorted geometry. Source: OMol25; level of theory: ωB97M-V/def2-TZVPD.

Each line ends with the Mulliken spin population.
Atoms and positions in Å:
C1 -0.874358 2.385671 -3.489575  -0.006
C2 -0.818849 1.284688 -2.645138  0.011
N1 0.242257 0.903717 -1.884475  -0.016
C3 1.370570 1.618959 -2.086700  0.040
C4 1.405708 2.701032 -2.958020  -0.001
C5 0.272182 3.138025 -3.656201  0.005
C6 -2.037252 0.515236 -2.362570  0.001
P1 -2.048318 -0.688767 -0.954711  -0.020
Mn1 0.091097 -0.672543 -0.400431  3.439
P2 2.422854 -0.510592 -0.673559  -0.075
C7 2.582532 1.189667 -1.351196  -0.037
C8 -0.059610 -2.230689 0.684210  -0.280
C9 -0.642018 -2.019905 1.929059  0.077
C10 -0.614468 -3.104405 2.832561  -0.037
C11 -0.031533 -4.319893 2.475582  0.059
C12 0.506356 -4.513649 1.214606  -0.036
C13 0.486294 -3.448423 0.305510  0.073
O1 -1.817681 -1.471003 -4.562251  0.000
O2 0.375762 -1.865814 -3.600267  -0.016
H1 -1.880789 2.629763 -3.890752  0.000
H2 2.349530 3.215888 -3.080952  0.000
H3 0.269734 3.979469 -4.347077  0.000
C14 -3.014917 0.267112 0.205391  0.011
C15 -3.014000 -2.135760 -1.380102  0.012
H4 3.450646 1.212558 -2.025475  -0.003
H5 2.747255 1.873465 -0.503979  -0.002
H6 -2.104614 -0.137262 -3.163579  0.000
H7 -3.071080 0.982893 -2.348526  -0.004
C16 3.468408 -0.635714 0.821745  -0.018
C17 3.188014 -1.563509 -1.955320  -0.001
H8 -1.101905 -1.082829 2.206229  0.001
H9 -1.039678 -2.963870 3.813277  -0.002
H10 0.000798 -5.154810 3.208316  0.002
H11 0.932570 -5.474069 0.913666  -0.001
H12 0.864980 -3.565108 -0.705915  0.007
H13 -0.129775 -1.658432 -2.718234  0.050
H14 0.547672 -2.805032 -3.933913  0.002
H15 -0.888272 -1.586510 -4.168561  0.006
H16 -1.587007 -0.884524 -5.396584  0.000
H17 0.932339 -1.572575 -1.464672  -0.273
H18 -4.008198 0.453512 -0.201938  -0.001
H19 -3.123641 -0.298156 1.126941  0.002
H20 -2.548305 1.218992 0.466438  0.003
H21 -4.076579 -1.866287 -1.353998  0.000
H22 -2.712908 -2.485288 -2.374759  -0.003
H23 -2.818244 -2.901255 -0.616609  -0.001
H24 4.193947 -1.168500 -2.193134  0.000
H25 3.257548 -2.588173 -1.542679  0.002
H26 2.512525 -1.560194 -2.830065  0.002
H27 4.533659 -0.634720 0.523995  -0.006
H28 3.218056 0.200659 1.503927  0.005
H29 3.214850 -1.603627 1.300656  0.000
O3 -1.159972 3.465201 1.788203  0.000
C18 -0.755267 3.282662 3.053920  0.001
C19 -1.157036 4.190864 4.060905  0.000
C20 -0.755167 4.019043 5.374176  0.000
C21 0.063139 2.936124 5.728138  0.000
C22 0.479862 2.035860 4.730625  0.001
C23 0.084604 2.187251 3.405405  0.006
C24 0.502590 1.212312 2.369805  -0.001
O4 1.193987 0.136269 2.699660  0.002
O5 0.152204 1.473435 1.166536  0.026
H30 -0.654007 2.710704 1.270663  0.001
H31 -1.761262 5.046782 3.743196  0.000
H32 -1.100628 4.724931 6.144129  0.000
H33 0.373430 2.792055 6.763762  0.000
H34 1.119351 1.187058 4.990715  0.000

Cartesian forces (eV/Å) of the 6 atoms listed first:
C -0.7 -0.2 0.2
C -0.5 0.4 2.1
N 0.0 1.1 -1.3
C -0.5 0.0 -0.5
C 0.1 0.4 -0.2
C 0.2 -0.7 0.1

Results
⟨S²⟩	4.003
2S+1	4
highest occupied orbital energy (spin up / spin down)	-9.85 / -9.85	eV
frontier orbital gap (spin up / spin down)	0.217 / 0.220	Eh
net charge	+1


Record 2
2 unconnected molecules or ions with the total composition C3H4O at a distorted geometry. Source: OMol25; level of theory: ωB97M-V/def2-TZVPD.

Each line ends with the natural charge from an NBO analysis.
Atoms and positions in Å:
C1 2.762465 -0.355490 -0.102672  -0.424
C2 1.960621 0.508256 0.089823  0.053
C3 -1.650313 0.169658 0.013611  -0.324
O1 -0.737255 1.015339 0.509678  -0.204
H1 3.539964 -0.951174 -0.272773  0.210
H2 -1.321632 -0.794437 0.388665  0.235
H3 -1.836400 0.224396 -1.201720  0.205
H4 -2.717453 0.183450 0.575390  0.249

Cartesian forces (eV/Å) of the 6 atoms listed first:
C -1.3 0.7 0.3
C -3.2 1.4 0.5
C -1.5 -0.5 -1.5
O 0.8 0.8 -0.2
H 2.7 -2.1 -0.6
H 0.0 -1.0 -0.6

Results
highest occupied orbital energy (spin up / spin down)	-9.81 / -10.04	eV
frontier orbital gap (spin up / spin down)	0.209 / 0.219	Eh


Record 3
A gas-phase ion, C3H8N3 (charge +1) at a distorted geometry. Source: OMol25; level of theory: ωB97M-V/def2-TZVPD.

Each line ends with the natural charge from an NBO analysis.
Atoms and positions in Å:
C1 -0.910879 -1.017563 -0.562286  0.409
C2 0.456663 1.097680 -0.365331  -0.261
C3 -0.025112 0.930578 1.004817  0.154
N1 -0.380342 0.014540 -0.006615  -0.371
N2 -0.531984 -1.503167 -1.751785  -0.721
N3 0.917426 0.586963 1.931288  -0.783
H1 -1.676996 -1.454880 0.100254  0.240
H2 0.030889 1.727984 -1.054487  0.235
H3 1.567518 1.034745 -0.548556  0.235
H4 -0.864980 1.345042 1.442004  0.225
H5 0.220951 -1.013964 -2.261695  0.419
H6 1.547166 0.077530 1.451856  0.371
H7 0.559316 0.393238 2.880889  0.416
H8 -0.909636 -2.218726 -2.260354  0.431

Cartesian forces (eV/Å) of the 6 atoms listed first:
C -0.3 -0.8 0.5
C 2.4 0.2 -0.2
C -0.1 0.9 1.7
N 0.3 -2.4 -2.7
N 1.8 3.4 1.5
N -2.5 1.9 2.5

Results
SMILES	N[C@H]1CN1C=[NH2+]
highest occupied orbital energy	-14.15	eV
frontier orbital gap	0.389	Eh
net charge	+1


no.,M (g/mol)
1,533.4
2,56.1
3,86.1